32
Properties=species:S:1:pos:R:3 method="wB97M-V/def2-TZVPD" smiles="CC(=O)OCCC[C@H](OC=O)[C@@H](Cl)[C@@H](C)Cl" e_tot_ev=-43857.6328
Cl -2.86686 1.21927 -1.79200
Cl -2.96221 -1.38570 1.67549
O -0.46787 -3.36988 0.47125
O 2.48276 2.23685 1.64363
O 3.72491 1.08172 -0.20085
O -1.43382 -1.75567 -1.19036
C -0.62186 -2.94980 -0.80759
C 3.63618 -0.01624 2.22289
C 0.22894 0.07402 -1.60078
C -0.88510 -0.56155 -0.52933
C 1.76656 -0.32758 -1.19930
C -1.96915 0.63274 -0.23479
C 3.21033 1.21349 1.17443
C -4.59810 0.71782 0.61375
C 2.64362 1.06497 -1.19987
C -3.01856 0.33454 0.98936
H -5.23550 0.43520 1.57019
H 0.01382 -0.44070 -2.65479
H 3.99814 0.42862 3.26944
H -0.30671 -0.76461 0.46745
H -2.74302 1.06340 1.89285
H 1.95691 2.03299 -1.13212
H -4.66454 1.89412 0.45196
H 2.73278 -0.76971 2.35861
H 0.03473 1.21729 -1.75841
H -0.13850 -3.58294 -1.68807
H 2.25141 -1.09658 -1.97305
H -5.01566 0.10245 -0.29429
H 1.83559 -0.88244 -0.14616
H 4.58855 -0.55593 1.77292
H 3.15194 1.12736 -2.27631
H -1.32972 1.58247 0.10383